# FHI2OP

An isolated ion of composition FHI2OP and charge +1 in a non-equilibrium geometry (wB97M-V/def2-TZVPD, OMol25).

The highest occupied orbital energy comes out at -0.5697 hartree. The relative energy (zero: lowest compared OMol25 entry of this formula, charge and spin) is 208.06 kJ/mol. As for the net charge: +1. As for the gap between HOMO and LUMO: 8.02 eV.

Positions of all 6 atoms, in Å:
O 0.57 0.34 -0.24
F 1.66 0.07 2.28
P 1.95 -0.15 0.27
I 2.47 -2.45 -0.06
I 3.62 1.68 -0.14
H 0.55 1.27 -0.01

# FHN2O2

A 2-piece molecular cluster, FHN2O2 overall in a non-equilibrium geometry (wB97M-V/def2-TZVPD, OMol25).

The highest occupied orbital energy (alpha / beta) comes out at -0.3976 / -0.3590 hartree. The relative energy (zero: lowest compared OMol25 entry of this formula, charge and spin) is 135.13 kJ/mol. As for the gap between HOMO and LUMO (alpha / beta): 10.02 / 9.22 eV.

Positions of all 6 atoms, in Å:
N 0.60 -0.36 -1.05
N -0.71 0.64 0.63
O -0.97 1.73 0.36
O -0.95 -0.19 1.43
F 0.47 -1.65 -0.71
H 1.57 -0.17 -0.67

# FHN2O3

A 2-piece molecular cluster, FHN2O3 overall in a non-equilibrium geometry (wB97M-V/def2-TZVPD, OMol25).

The highest occupied orbital energy (alpha / beta) comes out at -0.4430 / -0.4417 hartree. The relative energy (zero: lowest compared OMol25 entry of this formula, charge and spin) is 328.92 kJ/mol. As for the gap between HOMO and LUMO (alpha / beta): 9.73 / 9.75 eV.

Positions of all 7 atoms, in Å:
N -0.03 -0.46 0.62
N 1.01 0.28 -0.08
O 0.93 1.43 0.10
O 1.86 -0.40 -0.66
O -1.41 0.50 -0.23
F -0.22 -1.62 0.00
H -2.13 0.27 0.25

Number 1: E -30263.491 eV. Number 2: E -9801.657 eV. Number 3: E -11847.336 eV.